The following is a DFT calculation (ωB97M-V with the def2-TZVPD basis set) of 2 unconnected molecules or ions with the total composition C3H8N2O2.

Its charge is 0. The lowest unoccupied orbital energy is 0.78 eV. The calculation puts the gap between HOMO and LUMO at 9.753 eV. The largest force on an atom comes out at 0.33 eV Å⁻¹. As for the spin multiplicity: 1.

Element x y z (Å)
1 N 2.256 1.343 -0.676
2 H -2.567 -1.071 0.160
3 N 0.825 -0.519 -0.425
4 H 1.549 -1.016 -0.936
5 H -1.093 -2.024 -0.688
6 H -1.350 -0.217 -1.090
7 O -1.583 0.445 1.486
8 C -1.596 -0.737 0.988
9 C 1.102 0.741 -0.232
10 H 3.053 0.751 -0.852
11 H 2.466 2.227 -0.236
12 H -0.557 1.110 0.841
13 O 0.292 1.573 0.353
14 C -1.186 -0.996 -0.355
15 H -1.611 -1.608 1.663

Löwdin atomic charge list, values in e, 5 entries: atom 1 (N): 0.14, atom 2 (H): 0.19, atom 3 (N): 0.10, atom 4 (H): 0.08, atom 5 (H): 0.10



The following is a DFT calculation (ωB97M-V with the def2-TZVPD basis set) of C3H8N2O2 in the gas phase.

Its structure (SMILES) is NC(=O)NCCO. Its charge is 0. The lowest unoccupied orbital energy is 0.66 eV. The calculation puts the gap between HOMO and LUMO at 10.389 eV. The largest force on an atom comes out at 0.40 eV Å⁻¹. As for the spin multiplicity: 1.

Element x y z (Å)
1 O -0.934 1.119 1.364
2 C 1.169 0.107 0.608
3 H 0.539 0.533 -1.329
4 H -1.187 -0.337 -2.498
5 H 1.087 -0.775 1.246
6 H -2.258 -1.367 -1.685
7 O -0.798 -1.869 0.202
8 N -1.522 -0.679 -1.609
9 H -1.310 0.997 0.481
10 C 0.456 1.305 1.243
11 C -0.587 -1.013 -0.633
12 N 0.562 -0.236 -0.671
13 H 2.231 0.335 0.459
14 H 0.685 2.216 0.662
15 H 0.830 1.464 2.259

Löwdin atomic charge list, values in e, 5 entries: atom 1 (O): -0.05, atom 2 (C): -0.17, atom 3 (H): 0.13, atom 4 (H): 0.09, atom 5 (H): 0.12



The following is a DFT calculation (ωB97M-V with the def2-TZVPD basis set) of 2 unconnected molecules or ions with the total composition C3H8N2O2 at a distorted geometry.

Its charge is 0. The lowest unoccupied orbital energy is 0.21 eV. The calculation puts the gap between HOMO and LUMO at 8.515 eV. The largest force on an atom comes out at 2.82 eV Å⁻¹. As for the spin multiplicity: 1.

Element x y z (Å)
1 N -1.034 -1.880 0.009
2 H 0.559 1.520 0.725
3 C 1.037 0.763 1.361
4 H -0.508 -2.769 0.160
5 H -0.912 0.278 -0.080
6 H -0.049 1.609 -3.094
7 O -1.470 1.130 -1.700
8 N 0.242 -0.467 1.386
9 H 2.045 0.599 0.918
10 H 0.527 -1.258 1.956
11 C -0.670 -0.677 0.434
12 C -0.262 1.097 -2.122
13 H -1.458 -1.854 -0.875
14 O 0.778 0.761 -1.461
15 H 1.173 1.149 2.384

Löwdin atomic charge list, values in e, 5 entries: atom 1 (N): 0.18, atom 2 (H): 0.09, atom 3 (C): -0.07, atom 4 (H): 0.15, atom 5 (H): 0.11



The following is a DFT calculation (ωB97M-V with the def2-TZVPD basis set) of 2 unconnected molecules or ions with the total composition C3H8N2O2.

Its structure (SMILES) is O=C1NCCO1.N. Its charge is 0. The lowest unoccupied orbital energy is 0.60 eV. The calculation puts the gap between HOMO and LUMO at 10.423 eV. The largest force on an atom comes out at 0.65 eV Å⁻¹. As for the spin multiplicity: 1.

Element x y z (Å)
1 H 1.431 0.818 1.042
2 C -0.156 0.904 -0.318
3 H -2.665 -0.465 0.464
4 H 2.589 0.431 -0.073
5 O 0.077 2.004 -0.726
6 H 2.180 1.986 0.187
7 H 1.147 -0.687 -0.781
8 N 0.204 -0.335 -0.860
9 H -0.598 -2.245 -0.461
10 H -1.568 -1.132 -1.471
11 O -0.983 0.676 0.779
12 H -1.481 -1.227 1.536
13 C -1.595 -0.609 0.639
14 N 2.325 1.094 0.646
15 C -0.909 -1.213 -0.603

Löwdin atomic charge list, values in e, 5 entries: atom 1 (H): 0.00, atom 2 (C): -0.58, atom 3 (H): 0.12, atom 4 (H): 0.01, atom 5 (O): 0.13



The following is a DFT calculation (ωB97M-V with the def2-TZVPD basis set) of C3H8N2O2 in the gas phase at a distorted geometry.

Its structure (SMILES) is CO/N=C\NOC. Its charge is 0. The lowest unoccupied orbital energy is 0.83 eV. The calculation puts the gap between HOMO and LUMO at 9.991 eV. The largest force on an atom comes out at 4.71 eV Å⁻¹. As for the spin multiplicity: 1.

Element x y z (Å)
1 H 2.532 1.394 -0.928
2 O 2.517 -0.575 -0.061
3 N 1.334 -1.087 -0.555
4 O -1.951 -0.561 -0.525
5 H 3.505 1.100 0.681
6 C -3.151 -0.036 -0.109
7 N -1.059 -0.546 0.627
8 H -3.261 1.040 -0.570
9 H 1.025 -0.740 -1.521
10 C 0.236 -0.723 0.405
11 H -3.846 -0.773 -0.467
12 H 1.770 1.277 0.599
13 H -3.107 -0.040 1.037
14 H 0.843 -0.514 1.315
15 C 2.613 0.782 0.073

Löwdin atomic charge list, values in e, 5 entries: atom 1 (H): 0.12, atom 2 (O): -0.21, atom 3 (N): -0.01, atom 4 (O): -0.23, atom 5 (H): 0.11



The following is a DFT calculation (ωB97M-V with the def2-TZVPD basis set) of C3H8N2O2 in the gas phase at a distorted geometry.

Its structure (SMILES) is NC(=O)[C@@H](N)CO. Its charge is 0. The lowest unoccupied orbital energy is 0.67 eV. The calculation puts the gap between HOMO and LUMO at 9.780 eV. The largest force on an atom comes out at 4.49 eV Å⁻¹. As for the spin multiplicity: 1.

Element x y z (Å)
1 H -1.859 -1.558 1.443
2 O 2.470 0.952 0.484
3 H 0.906 0.778 1.907
4 H -3.029 -1.239 0.288
5 O -1.648 0.355 -0.956
6 C -1.227 -0.349 -0.061
7 H 0.484 -1.233 0.737
8 H 0.528 1.899 0.219
9 H 1.300 -1.140 -1.705
10 H 1.309 0.466 -1.489
11 C 0.944 0.910 0.743
12 N -2.193 -0.966 0.713
13 C 0.222 -0.357 0.130
14 N 0.982 -0.406 -1.123
15 H 2.631 -0.055 0.380

Löwdin atomic charge list, values in e, 5 entries: atom 1 (H): 0.09, atom 2 (O): -0.16, atom 3 (H): 0.13, atom 4 (H): 0.08, atom 5 (O): 0.06



Listing energy relative to the best compared isomer or geometry (same formula, charge and spin) for the structures above in their given order: 314.1 47.2 203.0 150.1 662.6 262.5 kJ/mol.